No. 1
Computed, not measured: a structure of composition C17H22AuN2O3SSi, with ωB97M-V/def2-TZVPD.

Geometry as XYZ:
```
47
Properties=species:S:1:pos:R:3
Au 0.27680 -0.82203 -2.17090
C 5.44300 0.45747 2.37880
C 4.01230 0.06907 2.21590
C 2.99540 0.77157 2.86310
C 1.67610 0.37137 2.73990
C 1.37470 -0.72583 1.95580
C 2.36160 -1.43483 1.29540
C 3.67550 -1.02733 1.41790
S -0.30140 -1.29313 1.80640
O -0.46270 -2.57783 2.41490
O -1.22300 -0.24943 2.17130
N -0.41970 -1.45033 0.13770
C -1.44010 -2.07683 -0.40970
C -2.51300 -2.72153 0.25480
C -3.48960 -3.33253 -0.49720
C -3.40310 -3.30873 -1.89020
C -2.33340 -2.65043 -2.48030
N -1.39500 -2.05383 -1.77080
H 5.57160 1.09507 3.24840
H 5.79900 0.99217 1.49640
H 6.06550 -0.42793 2.48940
H 3.23340 1.62967 3.47290
H 0.87670 0.89047 3.24250
H 2.09030 -2.29463 0.70400
H 4.45370 -1.56863 0.90080
H -2.51760 -2.71603 1.33240
H -4.31620 -3.82843 -0.01240
H -4.14400 -3.78493 -2.51050
H -2.23910 -2.58803 -3.55560
C -2.75780 1.34227 -0.02740
Si -1.39310 2.06787 -1.15410
C 0.16410 2.41717 -0.12040
C -2.17740 3.65387 -1.90760
C -0.95270 0.97407 -2.65640
H -3.35320 2.13567 0.41180
H -2.29840 0.78167 0.78260
H -3.42710 0.68827 -0.57380
H -0.06990 3.12377 0.67200
H 0.97140 2.84227 -0.71240
H 0.52470 1.50207 0.34710
H -2.40430 4.36187 -1.11690
H -3.09800 3.41427 -2.43030
H -1.49300 4.12667 -2.60330
H -0.39470 1.51657 -3.41250
H -1.81720 0.52617 -3.13230
O 2.37520 1.09137 -2.92590
C 1.89380 0.09027 -2.68110
```

## Properties
Kohn-Sham gap (alpha / beta) ... 4.949 / 3.717 eV
E ... -49504.8522 eV
Strongest force on any atom ... 3.58 eV Å⁻¹
Charge ... +1


No. 2
Computed, not measured: a structure of composition C28H42BrI2N5O2S2SiTa, with ωB97M-V/def2-TZVPD.

Geometry as XYZ:
```
84
Properties=species:S:1:pos:R:3
Ta -1.74827 0.68054 -1.67351
N -2.38107 -6.62435 -4.80775
C -2.55567 -5.33710 -4.51351
C -3.70621 -4.89871 -3.81566
C -3.83719 -3.59580 -3.41789
C -2.83376 -2.67712 -3.73753
C -1.70509 -3.06794 -4.46230
C -1.58072 -4.37178 -4.86382
S -2.82599 -1.17714 -2.88701
O -4.08977 -0.57274 -2.50745
O -1.99698 -0.10300 -3.48720
N -2.03890 -1.32079 -1.46216
C -2.95048 -1.26251 -0.44443
N -3.71166 -2.28070 -0.11186
C -4.61330 -2.08282 0.83527
C -4.78749 -0.84498 1.45655
C -3.95417 0.17664 1.04960
N -3.04243 -0.02881 0.08506
H -3.07572 -7.31176 -4.56057
H -1.58748 -6.93908 -5.34238
H -4.48419 -5.60968 -3.59146
H -4.70362 -3.26772 -2.86639
H -0.95331 -2.33933 -4.72496
H -0.73119 -4.67596 -5.45419
H -5.20810 -2.94712 1.09509
H -5.53939 -0.69132 2.21176
H -3.98933 1.17433 1.47588
I -2.04627 3.59862 0.04947
C -3.45076 4.10608 -1.46453
I -4.08238 2.19798 -2.34022
H -2.94223 4.74244 -2.18448
H -4.30336 4.61646 -1.01537
S -0.47899 2.55001 -2.76817
C 0.66512 1.34419 -3.27816
C 1.74328 1.53236 -4.13127
C 2.53730 0.42917 -4.39866
C 2.23421 -0.79913 -3.81389
C 1.14136 -0.89183 -2.97278
N 0.37884 0.16558 -2.71051
H 1.93494 2.50787 -4.54827
H 3.38936 0.53145 -5.05166
H 2.83778 -1.67010 -4.00154
H 0.87343 -1.80925 -2.46634
C 2.34791 3.95244 1.70390
C 1.64541 3.10687 2.76954
C 0.17471 3.52051 2.79378
C 2.25709 3.46574 4.13677
Si 1.92434 1.17240 2.47525
Br -0.06343 0.69063 0.18900
C 1.07679 -0.09024 3.73671
C 0.50752 -1.34135 3.05498
C 2.13089 -0.53284 4.76700
C -0.09011 0.57079 4.48393
C 3.45041 0.57357 1.37113
C 3.54368 1.32258 0.03347
C 4.76488 0.79566 2.13850
C 3.32020 -0.92365 1.05484
H 2.16173 5.00205 1.91135
H 1.96282 3.73763 0.71317
H 3.42247 3.80977 1.72767
H 0.10808 4.59698 2.92264
H -0.38485 3.05232 3.59161
H -0.32371 3.28701 1.83124
H 2.19165 4.53960 4.28333
H 3.30294 3.18215 4.18366
H 1.73735 2.98725 4.95769
H 1.23842 -1.85333 2.44457
H -0.34594 -1.08446 2.43535
H 0.17643 -2.03098 3.82709
H 2.91656 -1.12163 4.30564
H 1.65191 -1.15138 5.52243
H 2.58355 0.31697 5.26720
H -0.85454 0.91167 3.79275
H 0.23763 1.39537 5.10579
H -0.54125 -0.16460 5.14477
H 3.83238 2.35642 0.16976
H 2.60465 1.28543 -0.51046
H 4.31219 0.84858 -0.57236
H 4.94068 1.84786 2.33379
H 5.59196 0.42438 1.53824
H 4.77271 0.26575 3.08477
H 2.38983 -1.12683 0.53241
H 3.37821 -1.52993 1.95259
H 4.14574 -1.22237 0.41374
```

## Properties
Kohn-Sham gap ... 5.902 eV
E ... -158582.8086 eV
Strongest force on any atom ... 7.07 eV Å⁻¹
Energy relative to the best compared isomer or geometry (same formula, charge and spin) ... 100.1 kcal/mol
Charge ... +3


No. 3
Computed, not measured: a cluster of 3 separate species, C29H50B3N2O5PS in total, with ωB97M-V/def2-TZVPD.

Geometry as XYZ:
```
91
Properties=species:S:1:pos:R:3
C 0.84892 -5.90987 6.37745
C 0.52086 -7.08042 5.84506
B -0.07358 -8.40449 5.13665
O -1.39915 -8.98033 5.40830
B -2.13735 -8.72994 4.18235
C -3.56447 -7.92872 4.07905
C -4.08361 -7.30788 5.47639
C -3.06677 -6.28703 6.20177
C -2.67749 -4.97999 5.35126
C -2.08342 -4.94705 3.89564
C -1.75814 -3.59707 3.09135
C -2.04959 -2.22242 3.82381
C -2.60172 -2.19560 5.30747
C -2.90890 -3.54999 6.04491
O -1.57776 -9.27909 2.94971
B -0.13165 -9.35101 2.98508
P 0.79762 -9.91333 1.36280
S 2.60676 -9.11412 1.24883
O 0.71921 -9.07896 4.12367
H 0.92695 -4.93943 7.00245
H -3.58595 -7.16727 3.19406
H -4.34800 -8.74395 3.77552
H -5.12559 -6.81469 5.33636
H -4.25143 -8.20861 6.19688
H -2.11187 -6.81401 6.61818
H -3.62099 -5.89947 7.15499
H -1.85234 -5.92021 3.33622
H -1.35271 -3.68433 2.00375
H -1.84588 -1.24958 3.23935
H -2.77513 -1.16477 5.77772
H -3.31293 -3.49484 7.12862
H 0.10322 -9.51877 0.17281
H 0.95389 -11.35982 1.43160
C -1.78936 3.21438 -0.53796
C -0.79207 2.61801 0.49185
C 0.66486 2.87496 0.03704
C 1.11257 1.98146 -1.11488
C 0.84947 0.51243 -0.80249
C -0.61296 0.23628 -0.38951
N -1.09259 1.16385 0.68334
O -0.51587 0.76831 1.86553
C -1.52560 0.34214 -1.63592
C -0.74056 -1.25648 0.02367
C -1.03990 3.45796 1.77947
H -2.73462 2.66299 -0.54822
H -2.05089 4.25111 -0.30299
H -1.38789 3.23626 -1.55354
H 1.34938 2.71275 0.87954
H 0.78797 3.92381 -0.25420
H 0.60954 2.27093 -2.04215
H 2.18284 2.12910 -1.29308
H 1.11449 -0.09197 -1.67742
H 1.53159 0.19840 -0.00193
H -2.58032 0.23429 -1.36311
H -1.29514 -0.45150 -2.35475
H -1.40948 1.27212 -2.18852
H -0.06047 -1.53047 0.83558
H -0.49590 -1.91590 -0.81537
H -1.76109 -1.49148 0.33961
H -2.05675 3.31321 2.15723
H -0.90981 4.52565 1.57660
H -0.33579 3.21611 2.58197
C 1.19992 7.52664 -5.15145
C 2.19825 6.92739 -4.12430
C 3.65486 7.18933 -4.57754
C 4.10491 6.30191 -5.73394
C 3.84437 4.83098 -5.42795
C 2.38230 4.55015 -5.01659
N 1.90073 5.47202 -3.93973
O 2.47824 5.07232 -2.75919
C 1.46967 4.65964 -6.26272
C 2.25753 3.05539 -4.60991
C 1.94850 7.76076 -2.83276
H 0.25585 6.97344 -5.16445
H 0.93625 8.56170 -4.91162
H 1.60138 7.55413 -6.16683
H 4.33932 7.02445 -3.73558
H 3.77573 8.23986 -4.86363
H 3.60155 6.59453 -6.66030
H 5.17512 6.45226 -5.91120
H 4.11064 4.23095 -6.30536
H 4.52672 4.51477 -4.62848
H 0.41514 4.54852 -5.99056
H 1.70179 3.86963 -6.98493
H 1.58399 5.59218 -6.81127
H 2.93827 2.77928 -3.79958
H 2.50366 2.40018 -5.45179
H 1.23736 2.81754 -4.29608
H 0.93191 7.61218 -2.45594
H 2.07646 8.82968 -3.03050
H 2.65292 7.51653 -2.03125
```

## Properties
Kohn-Sham gap ... 7.729 eV
E ... -66249.1014 eV
Strongest force on any atom ... 6.84 eV Å⁻¹
2S+1 ... 3


No. 4
Computed, not measured: a cluster of 2 separate species, C9H18FNO2 in total, with ωB97M-V/def2-TZVPD.

Geometry as XYZ:
```
31
Properties=species:S:1:pos:R:3
C 1.63002 -1.14929 0.27523
C -1.35225 -1.72564 0.02631
C -0.15455 -1.87071 -2.17117
C -1.49161 0.11469 -1.52397
C -0.59075 3.19924 1.50606
C -0.15834 0.89070 2.04958
C 0.74559 -0.39162 -0.31845
C -0.51445 -0.92654 -0.98815
C 0.26208 2.02715 1.62124
N 1.16182 0.96275 -0.51288
O 1.49097 -2.51204 0.39182
O 2.72317 -0.67505 0.87713
F 1.59018 2.35119 1.72929
H -0.79501 -2.75588 0.33722
H -2.31577 -2.16321 -0.40269
H -1.53611 -1.19242 1.03741
H -0.00181 -2.96856 -1.86130
H -0.78994 -1.82023 -3.06655
H 0.91588 -1.58502 -2.42876
H -1.88978 0.83274 -0.69805
H -2.47034 -0.30131 -1.91108
H -0.98587 0.61398 -2.38963
H -1.50867 2.96906 0.85845
H -0.89744 3.35070 2.53456
H 0.05411 4.05508 1.18499
H -1.26230 0.56774 2.01965
H 0.55743 0.13725 2.36594
H 2.53744 -2.93911 0.60639
H 2.07014 1.02896 -1.06045
H 2.50680 0.29971 0.77638
H 0.46936 1.57572 -0.86454
```

## Properties
Kohn-Sham gap ... 8.168 eV
E ... -17923.9035 eV
Strongest force on any atom ... 5.23 eV Å⁻¹
Structure (SMILES) ... CC(C)(C)C(N)=C(O)O.C=C(C)F
Energy relative to the best compared isomer or geometry (same formula, charge and spin) ... 0.0 kcal/mol


No. 5
Computed, not measured: a structure of composition C5H9ClFI2N2, with ωB97M-V/def2-TZVPD.

Geometry as XYZ:
```
20
Properties=species:S:1:pos:R:3
C -1.07575 -2.13413 -2.74734
C -2.19171 -2.76069 -2.50499
C 0.51500 2.38859 1.21012
C 1.23897 -1.29211 -0.96257
C -0.19137 0.28179 0.28035
N -0.46127 1.42764 0.85453
N 0.96966 -0.32636 0.06752
F -2.96965 -3.57829 -3.12472
Cl -0.45488 -2.68394 -4.47502
I -3.06715 -2.06418 -0.70127
I 2.62396 -0.37472 -2.41023
H 1.02008 2.54209 0.27619
H 0.07056 3.26997 1.77385
H 1.07404 1.78379 1.91206
H 1.82029 -2.08650 -0.51619
H 0.30760 -1.60334 -1.53795
H -1.00137 -0.11653 -0.28637
H -1.49756 1.52974 0.89475
H -0.03861 -1.52193 -4.79181
H 1.82693 0.12961 0.43737
```

## Properties
Kohn-Sham gap ... 8.781 eV
E ... -39740.6897 eV
Strongest force on any atom ... 3.88 eV Å⁻¹
Energy relative to the best compared isomer or geometry (same formula, charge and spin) ... 18.5 kcal/mol
Charge ... +1


No. 6
Computed, not measured: an isolated molecule of C5H8O2, with ωB97M-V/def2-TZVPD.

Geometry as XYZ:
```
15
Properties=species:S:1:pos:R:3
C 0.27614 -0.04830 1.69290
C 0.11333 -0.63583 0.29243
C -1.33180 -0.69449 -0.08997
O -1.69420 -0.16199 -1.12625
C 0.10490 -0.24637 -2.09234
C 0.77519 0.19420 -0.83734
O 0.80257 1.58409 -0.51193
H -0.22829 -0.66444 2.44392
H -0.12862 0.96691 1.72573
H 1.33541 0.01567 1.95183
H 0.49326 -1.66651 0.25712
H -2.06163 -1.23920 0.52732
H -0.09895 0.63800 -2.72107
H 1.82689 -0.11581 -0.91845
H -0.06961 1.92729 -0.74710
```

## Properties
Kohn-Sham gap ... 8.591 eV
E ... -9405.5276 eV
Strongest force on any atom ... 0.56 eV Å⁻¹
Energy relative to the best compared isomer or geometry (same formula, charge and spin) ... 99.3 kcal/mol